Entry 1:
DFT (wB97M-V/def2-TZVPD) results for a molecular structure, C16H22BF3N2O4S4SbTc.

frontier orbital gap	6.405	eV
calculated total energy	-3271.7619	a.u.
energy relative to the best compared isomer or geometry (same formula, charge and spin)	0.0	kcal per mole
F_max	0.62	eV/A
LUMO	-1.2	eV

The geometry in XYZ format:
```
54
C16H22BF3N2O4S4SbTc (wB97M-V/def2-TZVPD)
Tc -0.120 -1.653 -1.174
S -1.313 -3.609 -2.451
Sb 0.472 -3.704 -4.453
S 1.714 -2.911 -2.237
S 0.282 -3.909 -1.161
S 1.002 -5.839 -4.509
F -2.159 -3.746 0.837
B -3.204 -3.433 0.102
F -3.978 -4.352 -0.423
C 1.228 1.374 -2.489
C -0.173 0.816 -2.269
C -1.250 1.778 -2.774
C -0.348 -0.562 -2.912
H 1.357 2.327 -1.972
H 1.402 1.541 -3.555
H 1.982 0.685 -2.108
H -0.310 0.734 -1.173
H -1.174 1.887 -3.858
H -1.143 2.767 -2.326
H -2.253 1.401 -2.553
H 0.368 -0.694 -3.727
H -1.359 -0.700 -3.311
C 2.351 0.586 3.252
C 2.942 0.005 1.960
C 3.825 -1.202 2.304
C 3.790 1.082 1.269
C 1.884 -0.432 1.031
C 1.131 -0.883 0.186
H 3.147 0.773 3.977
H 1.644 -0.115 3.701
H 1.857 1.537 3.049
H 4.638 -0.894 2.965
H 4.254 -1.633 1.399
H 3.244 -1.976 2.807
H 4.583 1.418 1.941
H 3.179 1.945 1.000
H 4.248 0.684 0.362
F -1.288 4.086 -0.104
C -1.519 3.018 0.658
C -2.579 2.238 0.460
N -2.842 1.152 1.279
C -3.741 0.109 0.855
C -2.950 -1.005 0.208
O -3.650 -2.122 0.018
O -1.801 -0.846 -0.117
C -1.957 0.774 2.283
O -2.116 -0.248 2.914
N -0.919 1.648 2.498
C -0.552 2.746 1.723
O 0.454 3.376 1.928
H -3.284 2.436 -0.335
H -4.461 0.499 0.135
H -4.290 -0.300 1.701
H -0.244 1.344 3.187
```

***

Entry 2:
DFT (wB97M-V/def2-TZVPD) results for 3 unconnected molecules or ions with the total composition C16H22BFN2O7S2 at a distorted geometry.

frontier orbital gap	8.439	eV
calculated total energy	-2180.1675	a.u.
F_max	1.19	eV/A
LUMO	-0.6	eV

The geometry in XYZ format:
```
51
C16H22BFN2O7S2 (wB97M-V/def2-TZVPD)
C 1.974 -1.478 -0.230
C 2.317 -0.322 -0.775
C 1.253 0.647 -1.168
C 1.191 1.974 -0.684
B 2.261 2.625 0.278
N 1.992 3.869 1.019
O 3.510 2.048 0.465
C 0.097 2.784 -1.049
C -0.876 2.264 -1.877
C -0.818 0.989 -2.387
C 0.250 0.180 -2.041
F 0.311 -1.060 -2.539
C -2.016 0.757 -3.250
O -2.170 -0.054 -4.093
N -2.955 1.796 -2.891
C -3.982 1.213 -1.981
C -3.928 1.753 -0.576
O -3.432 1.133 0.327
O -4.449 2.963 -0.397
C -2.147 2.874 -2.380
O -2.453 4.019 -2.446
H 0.943 -1.777 -0.134
H 2.699 -2.184 0.128
H 3.349 -0.076 -0.946
H 1.872 4.659 0.396
H 1.154 3.795 1.584
H 3.999 2.083 -0.366
H -0.001 3.797 -0.694
H -3.784 0.157 -1.881
H -4.986 1.313 -2.381
H -4.342 3.152 0.547
C -3.323 -4.306 -1.067
S -4.267 -2.942 -0.381
O -4.373 -1.916 -1.451
C -2.991 -2.370 0.745
H -3.929 -4.776 -1.839
H -2.399 -3.927 -1.504
H -3.107 -5.029 -0.280
H -2.092 -2.127 0.179
H -2.783 -3.146 1.482
H -3.362 -1.476 1.243
C 4.640 -0.242 2.819
S 4.588 -2.029 2.708
O 3.186 -2.410 2.388
C 4.823 -2.332 4.463
H 4.464 0.165 1.828
H 3.859 0.104 3.496
H 5.622 0.068 3.176
H 4.029 -1.842 5.026
H 5.799 -1.954 4.767
H 4.781 -3.407 4.626
```

***

Entry 3:
DFT (wB97M-V/def2-TZVPD) results for a molecular structure, C16H22BN7V at a distorted geometry.

frontier orbital gap (spin up / spin down)	6.494 / 6.464	eV
⟨S²⟩	3.77
2S+1	4
calculated total energy	-1975.0953	a.u.
energy relative to the best compared isomer or geometry (same formula, charge and spin)	0.0	kcal per mole
F_max	4.30	eV/A
LUMO (spin up / spin down)	0.4 / 0.4	eV

The geometry in XYZ format:
```
47
C16H22BN7V (wB97M-V/def2-TZVPD)
H -0.200 2.983 0.909
N 0.118 1.704 -0.758
B 0.687 0.747 -3.043
N 0.603 1.931 -2.053
C 0.917 3.224 -2.182
V -0.169 -0.158 -0.258
H 1.310 3.588 -3.121
C 0.641 3.884 -0.981
H 0.771 4.925 -0.756
C 0.146 2.905 -0.107
H 1.038 1.097 -4.138
C -1.627 -2.468 0.628
H -2.039 -2.462 1.639
H -0.710 -3.067 0.600
H -2.363 -2.908 -0.051
N -0.738 0.118 -3.071
N 1.618 -0.360 -2.468
N -1.316 -0.311 -1.863
N 1.279 -0.913 -1.216
C -1.603 -0.088 -4.077
C 2.751 -0.926 -2.897
H -1.335 0.193 -5.086
H 3.188 -0.613 -3.838
C -2.759 -0.669 -3.553
C 3.177 -1.872 -1.951
C -2.555 -0.788 -2.175
C 2.244 -1.839 -0.912
H -3.636 -0.971 -4.093
H 4.043 -2.499 -2.009
H -3.203 -1.186 -1.404
H 2.172 -2.405 0.007
H -1.466 -1.400 0.291
C -0.977 -0.285 2.985
C 0.413 0.143 2.760
C 1.357 0.498 3.756
C 2.517 0.918 3.085
C 2.248 0.830 1.694
C 3.187 1.266 0.647
N 0.972 0.325 1.518
H -1.075 -1.376 2.893
H -1.689 0.185 2.283
H -1.279 -0.016 4.009
H 1.185 0.416 4.822
H 3.448 1.285 3.495
H 3.303 2.363 0.672
H 4.179 0.826 0.841
H 2.872 0.974 -0.361
```

***

Entry 4:
DFT (wB97M-V/def2-TZVPD) results for a molecular structure, C16H22BrClNO4PS at a distorted geometry.

frontier orbital gap	9.234	eV
calculated total energy	-4752.3322	a.u.
energy relative to the best compared isomer or geometry (same formula, charge and spin)	15.3	kcal per mole
F_max	7.63	eV/A
LUMO	0.4	eV

The geometry in XYZ format:
```
47
C16H22BrClNO4PS (wB97M-V/def2-TZVPD)
O -4.929 1.849 0.066
O -1.002 -0.825 0.117
Cl 1.887 3.006 1.560
Br 5.626 0.033 -1.386
O -3.805 0.183 -1.128
O -0.258 1.475 -0.119
S 0.601 -0.116 2.382
C -4.128 0.922 0.050
C 2.664 -0.117 -1.601
C 3.456 1.567 -0.105
C 1.312 0.281 -1.429
C 2.170 1.895 0.226
C 3.734 0.572 -1.076
C 1.071 1.235 -0.474
N -2.129 1.018 1.622
C -4.657 -1.242 -2.879
C 3.033 -3.455 2.003
C -5.010 -0.216 -1.849
C 1.533 -1.577 1.643
C -2.041 2.278 2.249
C 2.630 -2.166 2.576
C -3.412 2.373 3.069
C -4.277 1.278 2.650
C -3.557 0.515 1.501
P -0.737 0.436 0.864
H 2.915 -0.857 -2.317
H 4.321 2.044 0.347
H 0.397 -0.255 -1.864
H -3.579 -1.351 -2.967
H -5.033 -2.225 -2.429
H -5.176 -0.977 -3.801
H 3.120 -3.348 0.922
H 2.255 -4.167 2.234
H 3.994 -3.874 2.405
H -5.742 -0.586 -1.120
H -5.323 0.756 -2.397
H 0.730 -2.271 1.445
H 1.770 -1.156 0.682
H -1.169 2.355 2.962
H -2.122 3.109 1.594
H 3.438 -1.446 2.770
H 2.147 -2.365 3.497
H -3.187 2.278 4.064
H -3.845 3.395 2.871
H -4.366 0.581 3.389
H -5.325 1.637 2.438
H -3.634 -0.512 1.580
```

***

Entry 5:
DFT (wB97M-V/def2-TZVPD) results for 2 unconnected molecules or ions with the total composition C16H22FN2O2 at a distorted geometry.

frontier orbital gap	9.686	eV
calculated total energy	-982.4214	a.u.
F_max	2.36	eV/A
LUMO	-2.6	eV
charge	+1

The geometry in XYZ format:
```
43
C16H22FN2O2 (wB97M-V/def2-TZVPD)
C 3.760 0.299 2.275
C 3.103 0.653 0.904
C 2.866 2.004 0.406
C 2.235 2.293 -0.887
C 1.787 1.190 -1.732
C 1.995 -0.176 -1.255
C 1.503 -1.435 -2.065
N 0.220 -1.864 -1.415
C -0.095 -3.319 -1.496
C -1.256 -3.555 -0.423
O -2.407 -2.722 -0.655
C -2.071 -1.342 -0.701
C -3.292 -0.380 -0.991
C -3.452 0.665 0.180
O -4.294 0.464 0.986
F -2.678 1.801 0.257
C -1.001 -1.139 -1.870
C 2.648 -0.451 0.041
H 3.737 -0.814 2.388
H 4.803 0.689 2.375
H 3.075 0.714 3.070
H 3.172 2.871 1.042
H 2.068 3.352 -1.197
H 1.273 1.308 -2.715
H 1.405 -1.167 -3.148
H 2.243 -2.273 -1.994
H 0.321 -1.648 -0.406
H -0.474 -3.651 -2.495
H 0.802 -3.943 -1.255
H -1.507 -4.633 -0.289
H -0.810 -3.192 0.558
H -1.563 -0.958 0.237
H -3.030 0.220 -1.904
H -4.209 -1.001 -1.110
H -1.410 -1.540 -2.841
H -0.744 -0.053 -2.021
H 2.757 -1.526 0.346
C -2.401 4.090 3.197
C -0.958 3.950 3.506
N 0.161 3.841 3.742
H -2.673 5.145 3.162
H -2.618 3.634 2.232
H -2.994 3.596 3.966
```

***

Entry 6:
DFT (wB97M-V/def2-TZVPD) results for a molecular structure, C16H22IrNO3SSeSi at a distorted geometry.

frontier orbital gap (spin up / spin down)	8.005 / 5.693	eV
⟨S²⟩	6.03
2S+1	5
calculated total energy	-4096.7173	a.u.
F_max	3.59	eV/A
LUMO (spin up / spin down)	0.0 / -2.6	eV

The geometry in XYZ format:
```
46
C16H22IrNO3SSeSi (wB97M-V/def2-TZVPD)
Ir -0.505 0.029 0.939
N 1.596 -0.145 -0.358
C 2.427 0.993 0.035
C 1.684 2.303 -0.188
C 0.753 2.733 1.002
O 0.577 3.918 1.177
O 0.255 1.781 1.670
H 2.084 -1.022 -0.197
H 1.354 -0.082 -1.345
H 3.364 1.004 -0.540
H 2.680 0.872 1.092
H 1.033 2.215 -1.062
H 2.374 3.124 -0.366
C -4.431 -1.322 -1.243
Si -4.072 0.318 -0.337
C -5.281 1.743 -0.716
C -4.004 -0.054 1.529
Se -1.935 0.951 -1.046
H -5.450 -1.656 -1.076
H -3.755 -2.088 -0.875
H -4.274 -1.231 -2.313
H -6.301 1.438 -0.500
H -5.230 2.049 -1.756
H -5.051 2.611 -0.105
H -4.976 -0.353 1.904
H -3.680 0.812 2.098
H -3.307 -0.870 1.720
C -2.633 -7.812 -3.003
C -2.097 -9.049 -2.353
O -2.048 -10.128 -2.870
S -1.511 -8.926 -0.664
C -1.352 -7.176 -0.332
C -2.451 -6.402 0.026
C -2.282 -5.064 0.309
C -1.004 -4.496 0.275
C 0.096 -5.283 -0.079
C -0.082 -6.614 -0.386
C -0.838 -3.138 0.596
C -0.737 -1.954 0.889
H -3.720 -7.892 -3.031
H -2.276 -7.776 -4.031
H -2.355 -6.902 -2.483
H -3.428 -6.856 0.088
H -3.128 -4.444 0.570
H 1.077 -4.833 -0.104
H 0.760 -7.230 -0.656
```

***

Entry 7:
DFT (wB97M-V/def2-TZVPD) results for a molecular structure, C16H22N2O3Sc at a distorted geometry.

frontier orbital gap	7.777	eV
calculated total energy	-1718.7360	a.u.
F_max	1.67	eV/A
LUMO	-3.3	eV
charge	+1

The geometry in XYZ format:
```
44
C16H22N2O3Sc (wB97M-V/def2-TZVPD)
Sc 0.427 -0.788 -0.718
C 1.620 -4.229 1.443
C 0.938 -2.914 1.253
O 0.822 -2.492 0.002
C 0.426 -2.211 2.304
C -0.352 -1.005 2.206
C -1.114 -0.519 3.394
N -0.414 -0.350 1.074
N -1.318 0.743 0.992
C -1.507 1.087 -0.238
O -0.885 0.472 -1.266
C -2.513 2.122 -0.550
C -3.036 2.203 -1.836
C -4.024 3.135 -2.124
C -4.477 3.994 -1.134
C -3.944 3.922 0.147
C -2.966 2.988 0.442
H 2.354 -4.396 0.657
H 2.100 -4.290 2.418
H 0.880 -5.031 1.380
H 0.530 -2.649 3.287
H -0.872 -1.103 4.278
H -0.910 0.537 3.568
H -2.184 -0.592 3.190
H -2.675 1.531 -2.603
H -4.441 3.190 -3.121
H -5.246 4.722 -1.359
H -4.294 4.596 0.918
H -2.551 2.917 1.439
C 3.000 0.598 0.922
C 3.501 0.063 -0.390
O 2.356 -0.267 -1.228
C 2.696 -0.922 -2.483
C 1.406 -1.214 -3.229
H 3.852 0.893 1.533
H 2.448 -0.160 1.481
H 2.369 1.478 0.784
H 4.080 -0.850 -0.267
H 4.095 0.791 -0.938
H 3.241 -1.834 -2.255
H 3.334 -0.251 -3.050
H 0.814 -1.998 -2.746
H 1.622 -1.605 -4.218
H 0.812 -0.309 -3.358
```

***

Entry 8:
DFT (wB97M-V/def2-TZVPD) results for 2 unconnected molecules or ions with the total composition C16H22N2O5 at a distorted geometry.

frontier orbital gap	9.362	eV
calculated total energy	-1108.6519	a.u.
energy relative to the best compared isomer or geometry (same formula, charge and spin)	16.3	kcal per mole
F_max	2.04	eV/A
structure (SMILES)	CNC(=O)[C@@H]1CCCN1C(C)=O.O=C(O)Cc1cccc(O)c1
LUMO	0.3	eV

The geometry in XYZ format:
```
45
C16H22N2O5 (wB97M-V/def2-TZVPD)
C -1.394 0.787 -1.100
N -1.964 -0.515 -1.452
C -2.199 -1.545 -0.633
O -2.685 -2.575 -1.087
C -1.834 -1.427 0.862
C -0.372 -1.814 1.102
C -0.458 -3.319 1.351
C -1.761 -3.452 2.138
N -2.602 -2.342 1.711
C -3.904 -2.243 2.039
C -4.721 -1.085 1.492
O -4.459 -3.042 2.785
H -1.267 1.389 -2.001
H -2.061 1.321 -0.421
H -0.419 0.663 -0.623
H -2.218 -0.678 -2.415
H -1.987 -0.400 1.193
H 0.267 -1.583 0.250
H -0.003 -1.314 2.000
H -0.548 -3.846 0.400
H 0.398 -3.688 1.915
H -2.237 -4.410 1.923
H -1.562 -3.365 3.207
H -4.825 -1.199 0.415
H -4.238 -0.141 1.733
H -5.709 -1.109 1.951
O 1.799 5.736 -0.744
C 1.614 4.534 -0.815
O 0.799 3.860 0.030
C 2.305 3.774 -1.941
C 2.961 2.514 -1.434
C 4.174 2.577 -0.734
C 4.779 1.408 -0.260
C 4.170 0.168 -0.482
C 2.960 0.098 -1.176
O 2.355 -1.104 -1.401
C 2.363 1.265 -1.648
H 0.488 4.530 0.658
H 1.562 3.534 -2.704
H 3.058 4.417 -2.405
H 4.651 3.537 -0.553
H 5.720 1.465 0.280
H 4.645 -0.735 -0.112
H 2.934 -1.825 -1.105
H 1.427 1.183 -2.188
```

***

Entry 9:
DFT (wB97M-V/def2-TZVPD) results for a molecular structure, C16H22N2O5S2 at a distorted geometry.

frontier orbital gap	8.252	eV
calculated total energy	-1904.4000	a.u.
energy relative to the best compared isomer or geometry (same formula, charge and spin)	393.9	kcal per mole
F_max	18.95	eV/A
LUMO	-0.5	eV

The geometry in XYZ format:
```
47
C16H22N2O5S2 (wB97M-V/def2-TZVPD)
C 4.409 1.384 -0.869
H 4.318 0.510 -1.587
C 5.552 1.147 0.078
C 6.697 0.386 -0.480
O 6.682 -0.619 -1.447
O 7.688 0.794 0.191
H 8.442 0.293 -0.022
H 5.644 1.949 0.580
S 4.741 -0.128 1.263
C 4.267 -1.579 0.307
H 4.160 -2.207 0.991
C 2.733 -1.261 -0.387
O 2.581 -2.016 -1.472
N 2.012 -0.575 0.559
C 0.652 -0.324 0.178
C -0.054 0.386 1.434
C -1.264 0.642 1.199
C -2.008 0.414 0.067
C -1.237 -0.142 -1.079
C -0.055 -0.595 -0.744
H 0.430 -1.206 -1.724
H -2.012 -0.391 -1.753
S -3.676 1.085 -0.199
O -4.184 1.675 1.118
O -3.775 1.862 -1.732
N -4.296 -0.508 -0.498
C -5.516 -0.740 -1.375
C -6.765 0.058 -0.695
C -7.114 -1.005 0.685
C -5.786 -0.919 1.566
C -4.548 -1.176 0.682
H -3.700 -1.148 1.217
H -4.573 -2.308 0.480
H -5.719 0.020 1.816
H -5.979 -1.594 2.367
H -7.888 -0.435 1.140
H -7.161 -2.001 0.095
H -6.681 0.958 -0.096
H -7.666 -0.129 -1.332
H -5.404 0.235 -2.110
H -5.556 -1.657 -1.586
H -1.961 1.440 2.143
H 0.455 0.636 2.240
H 2.348 -0.462 1.414
H 4.850 -1.642 -0.552
H 3.585 1.647 -0.505
H 4.816 2.077 -1.544
```

***

Entry 10:
DFT (wB97M-V/def2-TZVPD) results for a molecular structure, C16H22N4O2S.

frontier orbital gap	9.622	eV
calculated total energy	-1390.6024	a.u.
energy relative to the best compared isomer or geometry (same formula, charge and spin)	24.8	kcal per mole
F_max	0.98	eV/A
LUMO	0.5	eV

The geometry in XYZ format:
```
45
C16H22N4O2S (wB97M-V/def2-TZVPD)
C -4.817 -0.604 -0.988
C -3.797 -1.226 -0.047
C -2.555 -1.813 -0.758
C -2.926 -2.970 -1.699
C -1.878 -0.752 -1.517
N -1.316 0.074 -2.084
C -1.627 -2.372 0.336
O -2.044 -3.275 1.048
N -0.390 -1.863 0.449
C 0.512 -2.311 1.507
C 0.168 -1.681 2.828
C -0.164 -2.322 3.942
C -0.273 -3.816 4.121
N -1.620 -4.310 3.808
C -2.659 -3.846 4.587
O -2.638 -3.855 5.799
C -3.920 -3.455 3.817
C -4.620 -4.651 3.243
C -5.381 -5.565 3.914
C -5.877 -6.566 3.036
C -6.744 -7.716 3.453
N -5.528 -6.434 1.776
S -4.576 -5.109 1.599
H -5.632 -0.165 -0.413
H -4.373 0.187 -1.594
H -5.254 -1.345 -1.658
H -3.456 -0.481 0.677
H -4.241 -2.048 0.517
H -2.033 -3.403 -2.151
H -3.436 -3.738 -1.120
H -3.578 -2.621 -2.496
H -0.111 -1.107 -0.155
H 0.461 -3.397 1.555
H 1.523 -2.037 1.201
H 0.174 -0.595 2.833
H -0.427 -1.728 4.811
H 0.432 -4.356 3.491
H -0.049 -4.078 5.153
H -1.807 -4.175 2.819
H -4.577 -2.959 4.529
H -3.655 -2.752 3.025
H -5.575 -5.527 4.976
H -6.940 -7.688 4.523
H -7.695 -7.687 2.921
H -6.259 -8.662 3.211
```

***

Repeat the sixth record exactly.
DFT (wB97M-V/def2-TZVPD) results for a molecular structure, C16H22IrNO3SSeSi at a distorted geometry.

frontier orbital gap (spin up / spin down)	8.005 / 5.693	eV
⟨S²⟩	6.03
2S+1	5
calculated total energy	-4096.7173	a.u.
F_max	3.59	eV/A
LUMO (spin up / spin down)	0.0 / -2.6	eV

The geometry in XYZ format:
```
46
C16H22IrNO3SSeSi (wB97M-V/def2-TZVPD)
Ir -0.505 0.029 0.939
N 1.596 -0.145 -0.358
C 2.427 0.993 0.035
C 1.684 2.303 -0.188
C 0.753 2.733 1.002
O 0.577 3.918 1.177
O 0.255 1.781 1.670
H 2.084 -1.022 -0.197
H 1.354 -0.082 -1.345
H 3.364 1.004 -0.540
H 2.680 0.872 1.092
H 1.033 2.215 -1.062
H 2.374 3.124 -0.366
C -4.431 -1.322 -1.243
Si -4.072 0.318 -0.337
C -5.281 1.743 -0.716
C -4.004 -0.054 1.529
Se -1.935 0.951 -1.046
H -5.450 -1.656 -1.076
H -3.755 -2.088 -0.875
H -4.274 -1.231 -2.313
H -6.301 1.438 -0.500
H -5.230 2.049 -1.756
H -5.051 2.611 -0.105
H -4.976 -0.353 1.904
H -3.680 0.812 2.098
H -3.307 -0.870 1.720
C -2.633 -7.812 -3.003
C -2.097 -9.049 -2.353
O -2.048 -10.128 -2.870
S -1.511 -8.926 -0.664
C -1.352 -7.176 -0.332
C -2.451 -6.402 0.026
C -2.282 -5.064 0.309
C -1.004 -4.496 0.275
C 0.096 -5.283 -0.079
C -0.082 -6.614 -0.386
C -0.838 -3.138 0.596
C -0.737 -1.954 0.889
H -3.720 -7.892 -3.031
H -2.276 -7.776 -4.031
H -2.355 -6.902 -2.483
H -3.428 -6.856 0.088
H -3.128 -4.444 0.570
H 1.077 -4.833 -0.104
H 0.760 -7.230 -0.656
```